Record 1
{
  "formula": "C24H41HgO21S3",
  "method": "wB97M-V/def2-TZVPD",
  "total_charge": 1,
  "gap_ev": 4.16,
  "de_lowest_kj_mol": 0.0,
  "lumo_energy_ev": -7.3,
  "elements": ["Hg", "S", "S", "S", "O", "O", "O", "O", "O", "O", "O", "O", "O", "O", "O", "O", "O", "O", "O", "O", "O", "O", "O", "O", "O", "C", "C", "C", "C", "C", "C", "C", "C", "C", "C", "C", "C", "C", "C", "C", "C", "C", "C", "C", "C", "C", "C", "C", "C", "H", "H", "H", "H", "H", "H", "H", "H", "H", "H", "H", "H", "H", "H", "H", "H", "H", "H", "H", "H", "H", "H", "H", "H", "H", "H", "H", "H", "H", "H", "H", "H", "H", "H", "H", "H", "H", "H", "H", "H", "H"],
  "coordinates": [[-1.88, -1.51, 2.90], [-2.31, 5.13, -0.53], [-5.45, 0.16, -1.33], [5.11, 0.25, 2.43], [6.52, 0.02, 2.64], [4.28, -1.06, 2.88], [1.13, -4.54, 3.29], [-1.14, 0.06, 1.43], [-6.55, 0.84, -1.98], [-4.04, 2.48, -4.71], [-3.13, 6.31, -0.64], [-2.05, 4.81, 1.06], [-1.02, 5.09, -1.16], [2.66, 5.35, -0.52], [4.59, 1.50, 2.88], [-3.75, 0.67, -5.99], [4.79, 0.05, 0.82], [-3.21, 3.80, -0.71], [-5.34, 0.32, 0.09], [-5.54, -1.41, -1.72], [-4.02, 0.36, -2.06], [4.71, 6.21, -0.49], [0.32, -2.45, 3.14], [-1.62, -4.12, -0.96], [-1.77, -3.01, 0.92], [-0.65, -4.72, -1.84], [3.06, 3.33, 0.62], [0.20, -0.23, -0.61], [-3.46, -0.85, -2.60], [1.62, -3.15, 5.09], [-3.23, 3.30, -3.87], [0.72, -4.30, -1.26], [-3.29, 3.03, 0.50], [-4.22, -1.93, -1.88], [4.00, 5.28, -0.25], [-1.09, -3.68, 0.16], [3.82, -1.87, 1.80], [4.28, -1.23, 0.49], [-1.83, 1.78, -4.91], [-3.30, 1.51, -5.26], [0.97, -3.28, 3.74], [0.36, -4.10, 0.19], [2.10, -4.59, 5.42], [-2.09, 3.41, 1.30], [4.41, 3.88, 0.26], [-1.89, 2.65, -3.68], [2.00, 4.14, -0.15], [2.15, -5.24, 4.02], [0.11, 0.24, 0.87], [1.61, -4.92, -1.37], [-1.14, 3.44, -3.66], [1.08, 4.23, 0.44], [0.43, 1.28, 0.98], [-0.31, -1.18, -0.78], [0.87, -2.70, 5.74], [-3.54, 2.01, 0.22], [1.26, -0.41, -0.78], [-0.23, 0.50, -1.29], [0.91, -0.24, 1.45], [-3.75, 3.64, -2.98], [-3.66, -0.81, -3.67], [0.36, -5.09, 0.68], [-1.46, 2.19, -5.85], [-4.35, -2.83, -2.49], [1.68, 3.66, -1.08], [5.07, -1.79, -0.02], [-0.75, -4.36, -2.86], [2.90, 2.26, 0.44], [1.98, -6.31, 4.02], [-1.15, 2.92, 1.04], [3.48, -1.10, -0.24], [3.03, 3.40, 1.70], [-1.31, 0.83, -4.81], [-2.40, -0.94, -2.38], [-4.17, 3.44, 1.00], [1.26, -5.03, 5.96], [2.74, -2.01, 1.81], [1.02, -3.53, 0.84], [1.08, -3.31, -1.57], [5.12, 3.96, 1.08], [-0.81, -5.80, -1.84], [4.36, -2.80, 2.00], [-3.91, -2.15, -0.86], [3.17, -5.06, 3.68], [3.00, -4.57, 6.02], [4.98, 3.45, -0.57], [-2.26, 3.27, 2.37], [2.52, -2.54, 5.01], [-3.02, 4.20, -4.45], [-1.73, 2.07, -2.77]],
  "mulliken_charge": [1.531, 1.115, 1.062, 1.060, -0.538, -0.301, -0.234, -0.843, -0.566, -0.380, -0.589, -0.419, -0.458, -0.338, -0.502, -0.616, -0.342, -0.199, -0.572, -0.402, -0.147, -0.575, -0.664, -0.348, -0.457, -0.555, 0.114, 0.610, -0.120, -0.324, -0.604, -0.612, -0.013, -0.273, 0.291, 0.361, 0.381, -0.022, -0.496, 0.472, 0.442, 0.511, -0.661, 0.264, -0.432, 0.383, -0.116, -0.417, 0.908, 0.424, 0.608, 0.079, -0.112, -0.445, 0.412, -0.055, -0.082, -0.230, -0.370, 0.358, 0.260, 0.441, 0.254, 0.318, 0.154, 0.275, 0.367, -0.076, 0.389, -0.273, 0.032, 0.270, 0.263, 0.139, 0.217, 0.274, -0.551, -0.534, 0.246, 0.344, 0.302, 0.400, 0.194, 0.228, 0.399, 0.277, 0.406, 0.177, 0.364, -0.512]
}

Record 2
{
  "formula": "C23H21MnN4O4S",
  "method": "wB97M-V/def2-TZVPD",
  "total_charge": 1,
  "gap_ev": [4.54, 3.37],
  "spin_multiplicity": 4,
  "lumo_energy_ev": [-5.5, -6.6],
  "s_squared": 4.148,
  "elements": ["Mn", "S", "O", "O", "O", "O", "N", "N", "N", "N", "C", "C", "C", "C", "C", "C", "C", "C", "C", "C", "C", "C", "C", "C", "C", "C", "C", "C", "C", "C", "C", "C", "C", "H", "H", "H", "H", "H", "H", "H", "H", "H", "H", "H", "H", "H", "H", "H", "H", "H", "H", "H", "H", "H"],
  "coordinates": [[0.07, -0.14, -0.27], [-1.01, -2.32, -1.04], [1.03, -0.09, 3.48], [-3.69, 1.45, 5.16], [1.16, -0.44, 1.26], [-5.44, 0.62, 3.83], [-0.50, 3.88, -0.71], [-1.46, -0.02, 0.97], [0.16, 1.84, -0.42], [1.70, -0.45, -1.50], [0.91, -4.78, 1.51], [0.65, -3.62, 0.85], [0.93, 2.65, 0.41], [-2.78, 0.18, 0.70], [-1.08, -5.84, 0.57], [-0.69, 2.60, -1.07], [-1.84, 0.42, 3.27], [0.52, 3.93, 0.22], [2.71, 2.37, -3.72], [-0.47, -3.57, -0.01], [-4.24, 0.91, 4.14], [0.05, -5.88, 1.37], [0.48, -0.19, 2.42], [1.93, 1.41, -3.10], [-1.34, -4.69, -0.11], [-0.98, 0.05, 2.24], [-1.74, 2.12, -2.04], [-3.68, 0.41, 1.70], [4.55, 1.82, -2.29], [2.48, 0.63, -2.11], [3.77, 0.85, -1.68], [-3.22, 0.57, 3.02], [4.03, 2.59, -3.34], [1.27, -2.74, 0.95], [-1.66, 2.62, -3.00], [2.28, 2.94, -4.54], [4.19, 0.24, -0.89], [-2.74, 2.25, -1.63], [5.59, 1.95, -1.98], [-3.10, 0.08, -0.34], [-4.76, 0.47, 1.53], [-0.99, 4.68, -1.07], [0.26, -6.81, 1.91], [2.29, -0.91, -0.81], [-1.62, 1.06, -2.21], [-1.72, -6.70, 0.46], [1.51, -1.15, -2.22], [1.80, -4.88, 2.12], [-2.19, -4.61, -0.77], [1.70, 2.25, 1.07], [0.86, 4.86, 0.67], [0.91, 1.26, -3.42], [4.66, 3.31, -3.85], [-1.51, 0.55, 4.30]],
  "lowdin_spin": [2.023, 0.470, 0.013, 0.005, -0.032, 0.002, 0.005, -0.008, 0.000, -0.016, 0.012, 0.076, 0.006, 0.011, -0.001, 0.009, 0.001, 0.002, 0.000, 0.112, 0.001, 0.159, 0.002, -0.001, 0.112, 0.005, 0.002, 0.000, 0.000, 0.003, -0.001, 0.015, -0.001, 0.002, 0.000, 0.000, 0.000, 0.000, 0.000, 0.002, 0.000, 0.000, 0.007, -0.001, 0.000, -0.003, 0.004, -0.001, 0.001, 0.000, 0.000, 0.000, 0.000, 0.000]
}

Record 3
{
  "formula": "C7H10N3OS",
  "method": "wB97M-V/def2-TZVPD",
  "total_charge": 1,
  "gap_ev": 8.60,
  "de_lowest_kj_mol": 215.6,
  "lumo_energy_ev": -4.5,
  "elements": ["S", "O", "N", "N", "N", "C", "C", "C", "C", "C", "C", "C", "H", "H", "H", "H", "H", "H", "H", "H", "H", "H"],
  "coordinates": [[0.62, 2.40, 0.21], [1.60, -2.73, -0.79], [-1.43, -1.04, -0.29], [0.77, -0.62, -1.03], [-0.99, 0.84, 1.38], [-0.52, 1.09, 0.21], [0.21, 2.70, 1.86], [-0.69, 1.81, 2.33], [0.74, -1.94, -0.49], [-0.63, 0.06, -0.84], [-0.62, -2.04, 0.31], [1.67, -0.22, -2.05], [1.44, -0.57, -3.12], [-0.54, -1.68, 1.38], [2.66, -0.45, -1.84], [1.64, 0.85, -2.08], [0.55, 3.69, 2.39], [-2.04, -1.53, -1.03], [-1.63, 0.10, 1.59], [-0.91, 0.57, -1.79], [-0.80, 1.62, 3.45], [-1.11, -2.92, 0.25]],
  "nbo_charge": [0.592, -0.526, -0.649, -0.450, -0.455, 0.140, -0.397, -0.057, 0.664, 0.050, -0.297, -0.410, 0.211, 0.188, 0.241, 0.189, 0.308, 0.412, 0.474, 0.252, 0.279, 0.241]
}

Record 4
{
  "formula": "C21H47BO9Si2",
  "method": "wB97M-V/def2-TZVPD",
  "total_charge": 0,
  "gap_ev": 9.46,
  "lumo_energy_ev": 0.1,
  "elements": ["Si", "Si", "O", "O", "O", "O", "O", "O", "O", "O", "O", "C", "C", "C", "C", "C", "C", "C", "C", "C", "C", "C", "C", "C", "C", "C", "C", "C", "C", "C", "C", "C", "B", "H", "H", "H", "H", "H", "H", "H", "H", "H", "H", "H", "H", "H", "H", "H", "H", "H", "H", "H", "H", "H", "H", "H", "H", "H", "H", "H", "H", "H", "H", "H", "H", "H", "H", "H", "H", "H", "H", "H", "H", "H", "H", "H", "H", "H", "H", "H"],
  "coordinates": [[-4.10, 1.83, -0.51], [-1.89, 1.07, -2.13], [-3.39, 0.69, -1.52], [-3.54, 2.85, 2.24], [3.64, 1.77, 0.35], [-2.63, 0.72, 1.75], [-1.44, -0.14, -3.19], [2.17, 1.14, 5.78], [7.06, -1.31, -1.70], [1.70, 2.14, -0.58], [-5.97, 2.06, -2.63], [3.07, 1.69, 3.65], [-6.75, 1.44, -1.62], [7.98, -0.22, -1.81], [-5.91, 1.28, -0.32], [3.54, 2.73, 4.67], [0.83, 1.37, -1.44], [7.43, 0.91, -0.97], [-1.27, -3.18, 0.03], [6.13, -1.03, -0.64], [-0.57, 1.30, -0.81], [-7.29, 0.08, -2.04], [-2.21, -2.24, -2.12], [2.54, 2.52, 5.80], [-3.13, -2.59, -3.30], [-1.06, -1.37, -2.58], [-2.13, -4.01, 0.97], [-1.58, -3.50, -1.46], [6.69, 0.16, 0.13], [0.25, -3.35, 0.30], [2.95, 1.65, -0.56], [2.63, 0.55, 4.56], [-3.36, 1.80, 1.35], [0.75, -2.41, 0.07], [-0.57, 0.41, -0.20], [-0.76, 2.18, -0.20], [8.20, 1.58, -0.59], [3.54, 3.75, 4.29], [0.75, 1.89, -2.40], [-0.53, -1.94, -3.34], [-5.86, 0.22, -0.08], [1.64, 3.12, 5.65], [-7.60, 2.07, -1.36], [6.01, -1.92, -0.02], [-6.47, -0.55, -2.37], [5.92, 0.74, 0.62], [-0.35, -1.25, -1.75], [2.96, 2.77, 6.78], [-7.66, -0.39, -1.13], [5.16, -0.79, -1.10], [0.65, -4.10, -0.38], [3.25, 1.10, -1.47], [-4.30, 2.65, 2.81], [-8.10, 0.13, -2.75], [0.48, -3.65, 1.31], [4.55, 2.49, 5.01], [-1.95, 2.31, -2.92], [3.48, -0.11, 4.79], [-2.54, -2.86, -4.18], [-1.97, -5.08, 0.86], [-2.83, -1.79, -1.35], [8.95, -0.56, -1.44], [-3.70, -1.69, -3.54], [8.10, 0.05, -2.86], [-6.38, 2.89, -2.88], [-3.17, -3.77, 0.76], [-4.11, 3.19, -1.08], [-0.69, -3.79, -2.01], [-1.50, -2.14, 0.25], [-2.36, -4.26, -1.49], [3.83, 1.40, 2.94], [-3.82, -3.37, -3.00], [-2.40, 0.88, 2.68], [7.40, -0.19, 0.88], [1.17, 0.36, -1.59], [-6.38, 1.74, 0.55], [6.72, 1.51, -1.55], [1.84, -0.05, 4.12], [-1.95, -3.69, 1.99], [2.21, 2.08, 3.10]],
  "mulliken_charge": [0.269, 0.218, 0.359, -0.575, -0.349, -0.412, -0.545, -0.405, -0.437, -0.347, -0.514, 0.059, 0.348, -0.437, -1.083, -0.613, -0.362, -0.543, 2.002, -0.199, -0.816, -1.464, 1.176, -0.430, -1.743, -0.113, -1.997, -1.310, -0.206, -1.493, 0.094, -0.435, 0.583, 0.244, 0.132, 0.533, 0.363, 0.341, 0.140, 0.394, 0.453, 0.243, 0.410, 0.301, 0.269, 0.068, -0.314, 0.297, 0.380, 0.076, 0.344, 0.422, 0.290, 0.389, 0.435, 0.296, -0.270, 0.278, 0.327, 0.409, -0.051, 0.252, 0.328, 0.296, 0.285, 0.419, -0.269, 0.337, -0.558, 0.464, 0.022, 0.460, 0.286, 0.298, 0.433, 0.448, 0.193, 0.235, 0.478, 0.112]
}

Record 5
{
  "formula": "C5H13N4O2",
  "method": "wB97M-V/def2-TZVPD",
  "total_charge": -1,
  "gap_ev": 7.47,
  "smiles": "CCN(C)[C@@H](N=[N+]([O-])[O-])NC",
  "de_lowest_kj_mol": 90.7,
  "lumo_energy_ev": 3.6,
  "elements": ["O", "O", "N", "N", "N", "N", "C", "C", "C", "C", "C", "H", "H", "H", "H", "H", "H", "H", "H", "H", "H", "H", "H", "H"],
  "coordinates": [[4.01, 0.48, 0.84], [4.26, -1.51, 0.22], [3.61, -0.55, 0.30], [1.80, 1.40, -0.61], [0.07, -0.18, 0.00], [2.36, -0.73, -0.06], [1.39, 0.22, 0.16], [-0.32, -1.29, 0.84], [-0.09, -0.50, -1.45], [-1.75, -1.79, 0.56], [0.93, 2.61, -0.29], [-1.64, -2.63, -0.11], [-2.47, -1.05, 0.02], [2.80, 1.52, -0.46], [1.29, 3.44, -0.83], [-2.21, -2.17, 1.47], [1.51, 0.76, 1.35], [0.60, -1.38, -1.81], [0.75, 2.57, 0.77], [-0.45, -0.99, 1.86], [0.28, -2.24, 0.64], [0.17, 0.42, -2.05], [-0.08, 2.53, -0.69], [-1.09, -0.77, -1.83]],
  "nbo_charge": [-0.591, -0.493, 0.618, -0.674, -0.484, -0.543, 0.297, -0.216, -0.457, -0.609, -0.441, 0.193, 0.197, 0.397, 0.191, 0.196, 0.067, 0.196, 0.182, 0.196, 0.191, 0.225, 0.177, 0.182]
}